No. 1
{
  "formula": "C21H24ClN7O3S4Tb",
  "method": "ωB97M-V/def2-TZVPD",
  "symbols": ["Tb", "C", "S", "C", "S", "N", "N", "C", "C", "C", "C", "C", "C", "N", "H", "H", "H", "H", "H", "H", "H", "H", "C", "N", "C", "C", "S", "N", "C", "C", "H", "H", "H", "H", "H", "H", "H", "H", "H", "H", "H", "H", "Cl", "C", "C", "C", "C", "C", "C", "C", "O", "O", "H", "H", "H", "H", "S", "C", "N", "O", "N"],
  "positions_angstrom": [[0.14893, 0.37466, 0.43562], [4.42732, 1.32891, 5.21800], [4.42845, -0.18068, 4.21539], [3.18448, 0.05645, 3.00820], [2.64763, 1.83203, 2.90926], [2.90552, -0.99359, 2.35599], [1.90451, -1.17628, 1.41408], [2.10534, -2.21709, 0.71597], [1.10049, -2.71999, -0.23861], [1.35854, -3.86319, -0.95858], [0.36027, -4.35835, -1.79115], [-0.84716, -3.69173, -1.85741], [-1.01615, -2.53058, -1.11128], [-0.06073, -2.05596, -0.32548], [5.10635, 1.09133, 6.03387], [3.44554, 1.53108, 5.64264], [4.82114, 2.18939, 4.68190], [3.02398, -2.78128, 0.85530], [2.31849, -4.35846, -0.86614], [0.52756, -5.25688, -2.37066], [-1.65589, -4.04892, -2.48128], [-1.93352, -1.95776, -1.15137], [0.25273, 3.12460, -1.22022], [-0.25410, 2.62324, -2.48571], [-1.59614, 3.12186, -2.82012], [0.25317, 1.51306, -3.07312], [1.09404, 0.29467, -2.20799], [0.08592, 1.38766, -4.39962], [0.03331, 2.54708, -5.30554], [0.32128, 0.11410, -5.08436], [0.22416, 4.21271, -1.23152], [1.27287, 2.81807, -1.07094], [-0.38270, 2.80840, -0.38958], [-2.21688, 3.05383, -1.92653], [-2.05303, 2.50706, -3.58502], [-1.56726, 4.15931, -3.15412], [0.25549, 3.46316, -4.77052], [-0.94188, 2.63503, -5.78560], [0.78827, 2.40941, -6.08080], [-0.01948, -0.71446, -4.47278], [1.38162, -0.02142, -5.30245], [-0.23713, 0.12397, -6.01854], [-4.57829, -3.55297, 3.83537], [-3.40833, -2.29832, 3.59396], [-3.61853, -1.05153, 4.16281], [-2.69093, -0.04092, 3.97048], [-1.55300, -0.29107, 3.22047], [-1.34682, -1.54448, 2.66067], [-2.27772, -2.55812, 2.83933], [-0.47893, 0.73467, 3.02883], [0.49381, 0.61923, 3.76621], [-0.57870, 1.58843, 2.04010], [-4.50954, -0.87621, 4.75317], [-2.85611, 0.93575, 4.40925], [-0.42980, -1.77490, 2.12514], [-2.12906, -3.53961, 2.40501], [-4.51697, 0.53403, -1.40295], [-3.01214, 0.55213, -0.86069], [-1.89183, 0.56294, -0.47089], [2.12893, 1.37967, 0.52927], [2.25860, 2.22686, 1.44530]],
  "forces_ev_per_angstrom": [[-0.848, -1.234, -1.527], [-0.044, -0.011, -0.059], [0.053, 0.051, 0.049], [-0.272, 0.235, -0.219], [0.517, -0.426, 0.784], [-0.015, -0.144, -0.025], [0.100, 0.854, 0.661], [0.019, -0.660, -0.444], [0.227, 0.156, 0.271], [0.107, -0.311, -0.167], [0.036, -0.054, -0.025], [-0.056, -0.039, -0.045], [-0.056, -0.010, -0.068], [0.132, 0.370, 0.210], [0.025, -0.025, 0.022], [0.030, -0.002, -0.017], [-0.017, -0.027, 0.018], [-0.030, -0.071, -0.007], [-0.100, 0.008, -0.018], [-0.002, 0.020, 0.014], [0.039, 0.012, 0.031], [-0.018, 0.016, -0.008], [-0.155, 0.011, -0.341], [-0.085, -0.008, -0.048], [0.196, 0.028, -0.039], [-0.085, 0.069, -0.104], [0.022, 0.257, -0.328], [0.074, -0.011, -0.123], [-0.124, -0.189, 0.159], [-0.017, 0.171, 0.095], [-0.076, 0.063, -0.014], [0.300, -0.100, -0.006], [-0.185, 0.018, 0.201], [-0.009, 0.006, 0.033], [-0.003, -0.090, -0.097], [0.052, 0.011, -0.020], [-0.014, 0.020, 0.114], [-0.013, -0.010, 0.034], [-0.009, -0.038, 0.038], [-0.026, 0.003, 0.046], [0.030, 0.002, -0.003], [-0.012, 0.024, 0.009], [0.035, 0.027, -0.010], [-0.051, -0.060, -0.019], [-0.108, 0.081, 0.090], [-0.160, 0.003, -0.067], [-0.219, 0.133, -0.239], [-0.055, -0.176, 0.138], [-0.004, 0.012, -0.116], [-0.291, 0.173, 0.712], [0.310, 0.283, -0.063], [0.071, -0.281, 1.133], [0.060, -0.016, -0.041], [0.009, -0.045, -0.027], [-0.065, 0.003, 0.117], [0.004, 0.061, 0.052], [0.225, 0.000, 0.031], [-0.022, -0.005, -0.003], [-0.445, -0.091, -0.268], [0.992, 0.586, 0.178], [0.027, 0.365, -0.633]],
  "mulliken_charge": [0.311, -0.958, 0.045, 0.484, 0.109, -1.543, 1.274, -0.454, 0.866, -0.817, -0.495, -0.834, -0.431, 0.441, 0.356, 0.365, 0.344, 0.458, 0.487, 0.451, 0.479, 0.444, -1.355, 0.217, -1.242, 0.579, -0.207, 0.092, -1.150, -1.053, 0.417, 0.427, 0.463, 0.422, 0.435, 0.307, 0.373, 0.347, 0.431, 0.344, 0.355, 0.389, -0.206, 0.219, -0.657, -0.461, 0.526, 0.125, -0.893, 0.156, -0.580, -0.561, 0.449, 0.492, 0.579, 0.484, -0.336, 0.371, -0.491, -0.183, -0.002],
  "total_charge": 1,
  "homo_lumo_gap_ev": [6.1067, 6.1691],
  "multiplicity": 7
}

No. 2
{
  "formula": "C21H24FN3O4S",
  "method": "ωB97M-V/def2-TZVPD",
  "symbols": ["C", "C", "C", "N", "C", "C", "C", "C", "C", "N", "C", "F", "C", "C", "S", "C", "C", "C", "C", "O", "O", "C", "C", "C", "N", "C", "C", "O", "C", "O", "H", "H", "H", "H", "H", "H", "H", "H", "H", "H", "H", "H", "H", "H", "H", "H", "H", "H", "H", "H", "H", "H", "H", "H"],
  "positions_angstrom": [[-3.76865, 1.03390, 4.19423], [-2.34993, 0.28786, 4.64885], [-1.54493, -0.07314, 3.26684], [-0.17764, -0.69373, 3.46463], [0.79773, -0.15377, 2.43185], [2.12677, 0.72714, 2.93192], [3.18915, 1.37196, 1.84895], [4.45859, 2.27248, 2.44998], [5.36582, 1.26964, 3.37660], [6.67541, 1.51104, 3.77667], [3.03191, 1.18654, 0.22656], [3.99034, 1.74404, -0.79395], [1.71021, 0.31489, -0.31353], [0.64754, -0.33080, 0.79387], [-0.81227, -1.32288, 0.06139], [-1.17796, -0.35724, -1.54660], [-2.73065, -0.17965, -2.10687], [-3.03405, 0.69472, -3.46179], [-4.60036, 0.88257, -3.94896], [-5.43325, 0.76850, -2.73441], [-5.93789, -0.42493, -2.59758], [-1.72815, 1.37928, -4.24389], [-0.17185, 1.18186, -3.66568], [0.13769, 0.29647, -2.28666], [1.57135, 0.20339, -1.81533], [2.30992, -0.98307, -2.39224], [1.37245, -2.27377, -2.76925], [2.31127, -3.32738, -3.28022], [1.56624, -4.51039, -3.73805], [0.84975, -4.60888, -4.86767], [-3.61866, 1.40109, 3.07118], [-4.00970, 1.98974, 4.83125], [-4.69214, 0.30201, 4.19315], [-1.78823, 1.00909, 5.37969], [-2.64090, -0.69883, 5.20838], [-1.48682, 0.84991, 2.54126], [-2.20710, -0.88989, 2.70251], [-0.22157, -1.73638, 3.46897], [2.34456, 0.95277, 4.07530], [4.07040, 3.15354, 3.15380], [5.03679, 2.79806, 1.57492], [4.87958, 0.23165, 3.69987], [6.92892, 0.66699, 4.33789], [-3.58940, -0.69100, -1.48192], [-4.74319, 1.97956, -4.38526], [-4.88492, 0.14085, -4.80939], [-5.93024, -0.69747, -1.61813], [-1.97807, 2.02432, -5.19008], [0.71420, 1.72179, -4.24754], [2.99251, -0.70233, -3.33002], [3.07935, -1.35702, -1.56203], [0.61228, -2.08996, -3.65318], [0.85481, -2.75923, -1.81167], [1.63296, -5.48589, -3.05858]],
  "forces_ev_per_angstrom": [[0.292, 0.104, -0.851], [-0.947, 0.312, -0.397], [-1.592, -0.748, -0.326], [0.995, 1.301, -2.229], [3.147, 1.642, -1.966], [-0.718, -0.565, -4.084], [-1.554, -0.761, -1.087], [-0.569, -0.594, 0.388], [3.736, 0.111, 0.945], [-5.900, -1.410, -1.579], [-2.782, -1.589, 1.993], [-3.037, -1.750, 3.524], [1.131, 0.983, 3.019], [2.590, 1.936, 0.456], [1.182, 2.320, -0.979], [0.275, 2.157, -2.750], [3.013, 1.713, -1.735], [4.034, -0.792, 1.564], [1.537, 0.364, 0.066], [2.536, 5.508, -1.776], [-2.280, -6.022, 1.504], [0.343, -2.328, 3.574], [-3.144, -1.199, 1.594], [-4.151, 1.250, -2.104], [-2.338, -1.135, 1.611], [1.561, -1.667, -0.064], [-0.394, -0.311, -0.129], [-2.526, -2.158, -0.670], [-2.815, -0.235, -4.785], [4.734, 1.254, 7.366], [-0.464, -0.695, 2.378], [0.473, -2.031, -1.131], [1.926, 1.491, 0.118], [-0.758, -1.540, -1.553], [0.818, 1.867, -0.966], [0.053, -1.738, 1.650], [1.095, 1.939, 1.118], [0.156, 1.335, -0.271], [-0.697, -0.640, -2.710], [0.605, -2.056, -1.511], [-0.943, -1.360, 1.760], [0.682, 2.381, -0.840], [-0.139, 0.798, -0.474], [2.037, 1.235, -1.496], [0.254, -2.340, 1.244], [0.394, 1.121, 1.992], [0.409, 1.114, -1.882], [0.848, -1.374, 2.037], [-2.106, -1.383, 1.504], [-1.830, -0.407, 1.913], [-1.703, 0.834, -1.796], [1.410, -0.045, 2.080], [0.912, 1.489, -2.031], [0.208, 2.316, -1.222]],
  "mulliken_charge": [-0.838, -0.317, -0.543, -0.331, -0.420, -0.339, 0.208, -0.603, -0.010, -0.581, 0.145, -0.325, -0.405, 0.621, -0.255, 0.779, -0.447, 0.514, -0.316, -0.178, -0.373, -0.604, -0.534, -0.334, 0.282, -0.590, -0.151, -0.321, 0.202, -0.486, 0.247, 0.269, 0.236, 0.269, 0.244, 0.375, 0.230, 0.339, 0.301, 0.294, 0.316, 0.242, 0.272, 0.000, 0.274, 0.281, 0.325, 0.255, 0.299, 0.245, 0.348, 0.352, 0.215, 0.322],
  "total_charge": 0,
  "homo_lumo_gap_ev": 7.8069
}

Electronic energy
In order: -117029.775, -48352.839
Unit: eV